24
Properties=species:S:1:pos:R:3:forces:R:3 method="wB97M-V/def2-TZVPD" charge=+1 de_lowest_kcal_mol=27.0
C 0.505342 2.352843 1.652099 -0.5586 -0.2920 -0.1257
C 0.454263 1.149712 0.716932 1.3646 -0.5712 0.0077
C -0.857487 0.883071 0.072773 0.1486 1.1765 0.6142
C -1.837122 1.751893 -0.091838 -1.2779 -0.5407 -0.6611
N -1.139819 -0.519735 -0.316606 -0.0680 1.2268 1.1251
H 1.458241 2.440248 2.140178 0.6618 -0.0026 -0.1398
H 0.344128 3.227596 1.027694 -0.1193 0.3343 0.3836
H -0.195569 2.292445 2.484055 -0.3888 0.0902 -0.2832
H 1.257474 1.304235 -0.008652 -0.2719 0.0610 -0.4875
H 0.840918 0.230233 1.174085 -0.4038 -0.0033 0.4119
H -1.938628 2.817343 0.039959 0.9262 0.0396 0.5119
H -2.782450 1.376664 -0.466652 -0.1079 -0.1772 -0.2386
H -0.739311 -0.730508 -1.220080 -0.0682 -0.4515 -0.2553
H -2.156070 -0.589018 -0.310647 0.0266 -0.4940 -0.4762
H -0.780698 -1.186278 0.389502 -0.0140 -0.4056 -0.3847
H 3.736315 0.595467 0.076600 -0.0403 -0.1103 0.1324
H 3.950871 0.832238 -1.388683 -0.1223 -0.0621 -0.1504
O 3.297850 0.479952 -0.772563 0.1943 0.1536 0.0039
H -0.684400 -3.573992 0.000697 0.3089 0.3369 -0.2877
H -1.200894 -3.488523 1.392562 0.1233 0.2430 0.3730
O -0.661222 -2.988806 0.767349 -0.4077 -0.5172 0.1931
H -0.392321 -3.635991 -2.478303 -0.3126 -0.3267 0.1978
H 0.022126 -2.272772 -2.760708 0.3670 0.5748 -0.3221
O -0.501537 -2.748326 -2.119750 0.0400 -0.2821 -0.1422